Density functional theory data (the ωB97M-V functional and the def2-TZVPD basis) for a structure of composition C39H46NP4SiSn.

ORCA input file:
```
! RIJCOSX wB97M-V def2-TZVPD def2/J DEFGRID3
* xyz 1 1
Sn 0.697 -1.004 -1.015
C 5.191 -1.723 -0.338
P 3.642 -0.877 -0.834
C 4.039 -0.304 -2.520
C 3.695 0.651 0.176
C 4.613 1.666 -0.075
C 4.634 2.814 0.703
C 3.733 2.956 1.747
C 2.812 1.953 2.010
C 2.785 0.795 1.237
P 1.499 -0.474 1.488
C 0.480 0.130 2.858
C 2.306 -1.922 2.243
H 6.043 -1.060 -0.494
H 5.322 -2.626 -0.935
H 5.149 -2.004 0.713
H 5.032 0.140 -2.583
H 3.291 0.422 -2.847
H 4.000 -1.162 -3.193
H 5.318 1.570 -0.891
H 5.354 3.594 0.496
H 3.743 3.851 2.355
H 2.108 2.087 2.820
H -0.006 1.070 2.604
H 1.101 0.252 3.747
H -0.296 -0.610 3.058
H 2.928 -1.607 3.082
H 2.899 -2.471 1.513
H 1.519 -2.590 2.597
N -1.760 1.641 -0.653
P -2.091 -0.029 -0.603
C -3.715 -0.103 -1.411
C -4.797 0.633 -0.927
C -6.014 0.582 -1.585
C -6.161 -0.209 -2.721
C -5.091 -0.950 -3.198
C -3.867 -0.896 -2.543
C -2.495 -0.306 1.156
C -2.537 -1.630 1.596
C -2.914 -1.920 2.899
C -3.246 -0.890 3.770
C -3.192 0.430 3.340
C -2.814 0.723 2.037
P -0.210 2.297 -0.323
C -0.668 3.962 0.265
C -0.393 4.301 1.586
C -0.755 5.548 2.084
C -1.396 6.459 1.259
C -1.672 6.129 -0.064
C -1.305 4.889 -0.560
C 0.489 2.677 -1.966
C 0.025 2.089 -3.136
C 0.670 2.322 -4.346
C 1.788 3.141 -4.391
C 2.259 3.733 -3.224
C 1.617 3.498 -2.019
H -2.447 2.227 -1.115
H -4.695 1.235 -0.031
H -6.853 1.151 -1.208
H -7.114 -0.248 -3.230
H -5.206 -1.570 -4.077
H -3.031 -1.478 -2.911
H -2.262 -2.432 0.918
H -2.947 -2.948 3.237
H -3.544 -1.114 4.786
H -3.450 1.231 4.021
H -2.756 1.753 1.703
H 0.111 3.585 2.226
H -0.536 5.806 3.111
H -1.676 7.431 1.642
H -2.165 6.845 -0.709
H -1.499 4.649 -1.601
H -0.856 1.458 -3.112
H 0.295 1.865 -5.253
H 2.290 3.322 -5.332
H 3.123 4.384 -3.257
H 1.992 3.961 -1.111
C 1.668 -6.803 0.130
Si 0.011 -5.984 0.308
C -1.216 -6.704 -0.885
C -0.609 -6.109 2.056
C 0.223 -4.194 -0.108
C 0.359 -3.014 -0.375
H 1.595 -7.865 0.377
H 2.410 -6.354 0.793
H 2.034 -6.720 -0.895
H -1.397 -7.758 -0.659
H -0.846 -6.637 -1.910
H -2.172 -6.179 -0.835
H -0.768 -7.157 2.322
H -1.559 -5.584 2.176
H 0.107 -5.687 2.764
*
```

Calculated values
ΔE to the lowest compared entry with this formula, charge and spin = 16.36 kJ/mol
M = 799.497 g mol⁻¹
HOMO-LUMO gap = 7.811 eV
F_max = 0.74 eV Å⁻¹
HOMO energy = -10.143 eV
E_tot = -3437.548863 a.u.

Density functional theory data (the ωB97M-V functional and the def2-TZVPD basis) for a structure of composition C39H47CoN3P2S at a distorted geometry.

ORCA input file:
```
! RIJCOSX wB97M-V def2-TZVPD def2/J DEFGRID3
* xyz 3 5
Co 0.916 0.114 0.844
C 3.869 -1.309 2.537
C 2.781 -0.227 2.370
C 1.586 -0.233 3.117
C 1.357 -1.282 4.050
C 0.751 0.867 3.041
C -0.576 0.847 3.798
C 1.131 2.040 2.377
C 0.365 3.281 2.675
C 2.307 2.048 1.627
C 2.710 3.365 0.998
C 3.138 0.837 1.542
C 4.319 0.787 0.586
H 3.996 -1.436 3.582
H 4.852 -1.043 2.160
H 3.440 -2.233 2.027
H 0.798 -0.894 4.952
H 2.290 -1.801 4.305
H 0.786 -2.049 3.561
H -1.457 0.925 3.180
H -0.726 1.528 4.552
H -0.702 -0.069 4.401
H 0.485 3.985 1.805
H 0.716 3.673 3.622
H -0.692 3.073 2.821
H 2.900 4.047 1.824
H 1.869 3.673 0.396
H 3.579 3.161 0.284
H 5.254 1.278 1.051
H 4.159 1.337 -0.315
H 4.668 -0.180 0.388
C -3.365 1.074 -1.576
N -2.254 0.448 -0.921
P -0.715 1.248 -0.708
C -1.193 3.013 -0.351
C -0.596 4.123 -0.983
C -1.047 5.394 -0.701
C -2.054 5.549 0.288
C -2.752 4.459 0.805
C -2.284 3.177 0.505
C 0.387 1.255 -2.171
C 1.649 1.862 -2.021
C 2.592 1.743 -3.012
C 2.273 1.075 -4.208
C 0.986 0.645 -4.463
C 0.027 0.803 -3.437
P -2.149 -1.321 -0.869
C -3.272 -2.082 -2.100
C -2.753 -2.289 -3.398
C -3.574 -2.896 -4.310
C -4.905 -3.148 -3.966
C -5.417 -2.929 -2.672
C -4.647 -2.299 -1.754
C -2.571 -1.960 0.744
C -2.352 -3.308 0.739
C -2.595 -4.111 1.856
C -2.936 -3.500 3.028
C -3.089 -2.104 3.085
C -2.946 -1.299 1.970
H -3.100 2.095 -2.013
H -4.213 1.253 -0.966
H -3.792 0.382 -2.344
H 0.133 3.952 -1.752
H -0.676 6.165 -1.276
H -2.404 6.540 0.492
H -3.652 4.562 1.418
H -2.610 2.263 0.980
H 1.946 2.346 -1.122
H 3.547 2.216 -2.907
H 3.056 0.885 -4.918
H 0.716 0.184 -5.421
H -0.988 0.334 -3.567
H -1.729 -2.163 -3.536
H -3.305 -3.185 -5.319
H -5.592 -3.596 -4.747
H -6.510 -3.086 -2.531
H -4.952 -2.106 -0.738
H -1.959 -3.784 -0.132
H -2.460 -5.113 1.721
H -3.170 -4.178 3.817
H -3.406 -1.628 4.033
H -3.306 -0.260 1.917
C 4.319 -4.416 -1.590
N 3.275 -3.677 -0.794
C 2.812 -2.437 -0.882
N 3.564 -1.564 -1.570
S 1.262 -2.032 -0.232
H 3.939 -5.415 -1.651
H 5.320 -4.393 -1.140
H 4.417 -4.047 -2.580
H 2.627 -4.338 -0.354
H 4.425 -1.835 -1.995
H 3.149 -0.656 -1.855
*
```

Calculated values
<S²> = 6.020
ΔE to the lowest compared entry with this formula, charge and spin = 0.00 kJ/mol
M = 710.774 g mol⁻¹
HOMO-LUMO gap (spin up / spin down) = 8.663 / 5.791 eV
F_max = 3.26 eV Å⁻¹
HOMO energy (spin up / spin down) = -16.022 / -16.456 eV
E_tot = -4141.304341 a.u.

Copy entry 1 word for word.
Density functional theory data (the ωB97M-V functional and the def2-TZVPD basis) for a structure of composition C39H46NP4SiSn.

ORCA input file:
```
! RIJCOSX wB97M-V def2-TZVPD def2/J DEFGRID3
* xyz 1 1
Sn 0.697 -1.004 -1.015
C 5.191 -1.723 -0.338
P 3.642 -0.877 -0.834
C 4.039 -0.304 -2.520
C 3.695 0.651 0.176
C 4.613 1.666 -0.075
C 4.634 2.814 0.703
C 3.733 2.956 1.747
C 2.812 1.953 2.010
C 2.785 0.795 1.237
P 1.499 -0.474 1.488
C 0.480 0.130 2.858
C 2.306 -1.922 2.243
H 6.043 -1.060 -0.494
H 5.322 -2.626 -0.935
H 5.149 -2.004 0.713
H 5.032 0.140 -2.583
H 3.291 0.422 -2.847
H 4.000 -1.162 -3.193
H 5.318 1.570 -0.891
H 5.354 3.594 0.496
H 3.743 3.851 2.355
H 2.108 2.087 2.820
H -0.006 1.070 2.604
H 1.101 0.252 3.747
H -0.296 -0.610 3.058
H 2.928 -1.607 3.082
H 2.899 -2.471 1.513
H 1.519 -2.590 2.597
N -1.760 1.641 -0.653
P -2.091 -0.029 -0.603
C -3.715 -0.103 -1.411
C -4.797 0.633 -0.927
C -6.014 0.582 -1.585
C -6.161 -0.209 -2.721
C -5.091 -0.950 -3.198
C -3.867 -0.896 -2.543
C -2.495 -0.306 1.156
C -2.537 -1.630 1.596
C -2.914 -1.920 2.899
C -3.246 -0.890 3.770
C -3.192 0.430 3.340
C -2.814 0.723 2.037
P -0.210 2.297 -0.323
C -0.668 3.962 0.265
C -0.393 4.301 1.586
C -0.755 5.548 2.084
C -1.396 6.459 1.259
C -1.672 6.129 -0.064
C -1.305 4.889 -0.560
C 0.489 2.677 -1.966
C 0.025 2.089 -3.136
C 0.670 2.322 -4.346
C 1.788 3.141 -4.391
C 2.259 3.733 -3.224
C 1.617 3.498 -2.019
H -2.447 2.227 -1.115
H -4.695 1.235 -0.031
H -6.853 1.151 -1.208
H -7.114 -0.248 -3.230
H -5.206 -1.570 -4.077
H -3.031 -1.478 -2.911
H -2.262 -2.432 0.918
H -2.947 -2.948 3.237
H -3.544 -1.114 4.786
H -3.450 1.231 4.021
H -2.756 1.753 1.703
H 0.111 3.585 2.226
H -0.536 5.806 3.111
H -1.676 7.431 1.642
H -2.165 6.845 -0.709
H -1.499 4.649 -1.601
H -0.856 1.458 -3.112
H 0.295 1.865 -5.253
H 2.290 3.322 -5.332
H 3.123 4.384 -3.257
H 1.992 3.961 -1.111
C 1.668 -6.803 0.130
Si 0.011 -5.984 0.308
C -1.216 -6.704 -0.885
C -0.609 -6.109 2.056
C 0.223 -4.194 -0.108
C 0.359 -3.014 -0.375
H 1.595 -7.865 0.377
H 2.410 -6.354 0.793
H 2.034 -6.720 -0.895
H -1.397 -7.758 -0.659
H -0.846 -6.637 -1.910
H -2.172 -6.179 -0.835
H -0.768 -7.157 2.322
H -1.559 -5.584 2.176
H 0.107 -5.687 2.764
*
```

Calculated values
ΔE to the lowest compared entry with this formula, charge and spin = 16.36 kJ/mol
M = 799.497 g mol⁻¹
HOMO-LUMO gap = 7.811 eV
F_max = 0.74 eV Å⁻¹
HOMO energy = -10.143 eV
E_tot = -3437.548863 a.u.